# 1
Density functional theory data (the ωB97M-V functional and the def2-TZVPD basis) for a molecular structure, C19H32Cl2N3O5V.

Geometry (Å):
O1 1.21513 1.06155 -0.41152
C1 1.04281 1.56098 -1.64786
C2 1.02788 3.10249 -1.68215
C3 0.65646 3.84239 -0.57139
H1 0.34036 3.31623 0.33148
C4 0.67290 5.23638 -0.60914
H2 0.38949 5.77458 0.29274
C5 1.04251 5.90594 -1.78202
H3 1.04431 6.99413 -1.79984
C6 1.40246 5.16328 -2.90316
H4 1.68492 5.66971 -3.82025
C7 1.40562 3.76335 -2.86335
H5 1.67808 3.16367 -3.73901
H6 1.87636 1.24736 -2.30892
C8 0.00528 -0.39449 -3.14161
C9 -0.26726 0.89355 -2.42865
H7 -0.49585 -0.39733 -4.12112
H8 -0.38401 -1.26510 -2.59786
H9 1.08462 -0.52309 -3.29736
C10 -1.28805 1.71487 -2.73857
C11 -2.46499 1.35674 -3.60562
H10 -1.33664 2.71133 -2.28679
H11 -2.52269 2.03875 -4.47034
H12 -3.42001 1.47218 -3.07353
H13 -2.42193 0.33456 -4.00663
V1 -0.53915 -0.05885 0.27173
Cl1 -1.23148 1.78854 1.41018
Cl2 -2.40242 -0.56601 -0.91093
C12 -2.72780 -0.97654 2.05309
O2 -1.54081 -1.26627 1.72897
N1 -3.56723 -1.82275 2.65757
C13 -3.12794 -3.13277 3.11039
C14 -4.98658 -1.53972 2.80312
H14 -3.12717 0.02021 1.82244
H15 -2.06597 -3.25101 2.90798
H16 -3.70767 -3.91653 2.59985
H17 -3.32658 -3.22953 4.18807
H18 -5.20300 -0.54038 2.41731
H19 -5.28392 -1.59518 3.85979
H20 -5.59190 -2.27654 2.25360
H21 1.48199 -4.97642 -0.35931
H22 3.93184 -4.01283 -0.05762
C15 1.41656 -4.20798 -1.14080
C16 3.64745 -3.19383 -0.73086
N2 2.20178 -3.04040 -0.75265
H23 0.37655 -3.91686 -1.29883
C17 1.62113 -1.90024 -0.39116
O3 0.36559 -1.74807 -0.39378
H24 4.09579 -2.25758 -0.38796
H25 2.28684 -1.06212 -0.11867
H26 1.84357 -4.62482 -2.06045
H27 4.01832 -3.43104 -1.73695
N3 2.24830 0.68443 3.94074
C18 2.06840 -0.79541 3.95857
C19 1.33214 -1.15797 2.65775
O4 1.19715 -2.35655 2.38767
O5 0.95216 -0.12777 1.99155
H28 2.76067 0.96290 3.09294
H29 2.76244 1.00343 4.76774
H30 1.32800 1.14131 3.90158
H31 3.04591 -1.28103 4.00450
H32 1.47926 -1.08187 4.83532

For the gap between HOMO and LUMO (spin up / spin down), the calculation gives 6.553 / 6.636 eV. The multiplicity is 3. The expectation value of S² is 2.0131. For the energy relative to the best compared isomer or geometry (same formula, charge and spin), the calculation gives 0.9262 eV. The highest occupied orbital energy (spin up / spin down) comes out at -7.1098 / -7.1930 eV.



# 2
Density functional theory data (the ωB97M-V functional and the def2-TZVPD basis) for a molecular structure, C19H32CoN6O.

Geometry (Å):
Co1 0.23030 -0.51324 -0.41364
C1 0.12597 2.25676 -3.78225
C2 0.19209 1.51253 -2.47923
N1 -0.08916 0.23608 -2.28280
C3 -0.47008 -0.70515 -3.30071
C4 -1.29200 -1.78643 -2.66750
N2 -0.58574 -2.29505 -1.43408
C5 0.54772 -3.20013 -1.69782
C6 1.89865 -2.59449 -1.36955
N3 1.88747 -1.85794 -0.10343
C7 1.70566 -2.48959 1.22694
C8 1.82390 -1.36001 2.26985
N4 1.36466 -0.18207 1.64907
C9 1.94279 0.98284 1.77207
C10 3.20920 1.30732 2.52603
C11 1.48186 1.98548 0.79025
C12 1.74832 3.35183 0.88710
C13 1.28601 4.22521 -0.11035
C14 0.64264 3.69732 -1.21887
C15 0.58726 2.29409 -1.26688
N5 0.90294 1.52902 -0.25373
H1 -0.04845 1.63125 -4.68414
H2 0.99680 2.89998 -3.91746
H3 -0.70601 2.98193 -3.60942
H4 0.48459 -1.07461 -3.70757
H5 -1.00782 -0.25141 -4.14122
H6 -1.48677 -2.62061 -3.35867
H7 -2.23958 -1.36684 -2.30517
H8 -1.26083 -2.75269 -0.84616
H9 0.56247 -3.51917 -2.74789
H10 0.38059 -4.14112 -1.15996
H11 2.22270 -1.79920 -2.03849
H12 2.66971 -3.36140 -1.41114
H13 2.73349 -1.30215 -0.03342
H14 2.40537 -3.33843 1.43033
H15 0.69054 -2.87581 1.29439
H16 2.85384 -1.27138 2.68344
H17 1.18875 -1.56470 3.18137
H18 3.08968 1.20324 3.60874
H19 3.47580 2.36551 2.37357
H20 4.07397 0.72030 2.14710
H21 2.38523 3.77649 1.60799
H22 1.51851 5.28700 -0.05728
H23 0.38747 4.28356 -2.05558
C16 -3.96795 0.27638 2.93073
N6 -2.88389 0.43236 1.92242
C17 -2.68304 1.77744 1.35513
C18 -2.24831 -0.60541 1.40125
C19 -2.59967 -1.98364 1.85597
O1 -1.37755 -0.43912 0.47614
H24 -3.52781 0.12750 3.92638
H25 -4.61002 -0.56176 2.63272
H26 -4.57870 1.15725 3.02081
H27 -3.08954 2.51224 2.03290
H28 -3.24896 1.87620 0.40815
H29 -1.67512 2.09736 1.12063
H30 -2.83813 -1.99713 2.92189
H31 -1.73907 -2.67044 1.73871
H32 -3.44272 -2.30336 1.26235

For the gap between HOMO and LUMO (spin up / spin down), the calculation gives 9.141 / 7.067 eV. The multiplicity is 5. The expectation value of S² is 6.0127. The charge is +3. The highest occupied orbital energy (spin up / spin down) comes out at -18.9129 / -18.8603 eV.



# 3
Density functional theory data (the ωB97M-V functional and the def2-TZVPD basis) for a gas-phase ion, C19H32FN2S (charge +1).

Geometry (Å):
C1 1.33766 -1.18889 2.60231
C2 0.32961 -0.58350 2.94989
C3 -0.95612 0.12884 3.46756
N1 -0.87064 1.63051 3.41967
F1 -2.12892 2.13322 3.61095
S1 0.10721 2.27430 4.77231
C4 -0.28435 2.18247 2.14423
C5 -1.05602 1.71701 0.84051
C6 -0.94637 2.71665 -0.38974
C7 0.52776 3.21164 -0.74182
C8 1.15475 2.55514 -2.04537
C9 1.27633 0.96741 -2.02078
C10 1.74252 0.33210 -0.62987
C11 3.06675 -0.57028 -0.80615
C12 2.78280 -2.13012 -0.83030
C13 1.72862 -2.58802 -1.94081
C14 0.34865 -3.08807 -1.24531
C15 -0.93265 -2.58060 -2.04008
N2 -1.99503 -2.00288 -1.17960
C16 -3.16649 -1.46326 -1.80904
C17 -4.06152 -0.90801 -0.72740
C18 -3.37018 -1.15874 0.60798
C19 -2.10477 -1.85549 0.21778
H1 2.08681 -1.99257 2.35398
H2 -1.05208 -0.15034 4.57030
H3 -1.86220 -0.22039 2.87224
H4 1.43006 1.98858 4.43670
H5 0.81903 1.94201 2.02591
H6 -0.36765 3.31914 2.23300
H7 -0.78279 0.66295 0.50163
H8 -2.16561 1.65341 1.11990
H9 -1.53871 3.65136 -0.09561
H10 -1.48384 2.25691 -1.28287
H11 1.26718 3.11629 0.11998
H12 0.45649 4.33540 -0.94295
H13 2.12710 3.08626 -2.32481
H14 0.43641 2.80829 -2.90162
H15 2.08973 0.69727 -2.78011
H16 0.33240 0.46356 -2.42062
H17 1.95800 1.08176 0.18849
H18 0.92067 -0.40120 -0.31687
H19 3.70579 -0.20779 -1.67958
H20 3.70571 -0.37605 0.12576
H21 2.50106 -2.54842 0.18672
H22 3.77671 -2.63309 -1.09528
H23 1.52772 -1.77263 -2.69754
H24 2.15915 -3.51608 -2.43805
H25 0.40261 -2.69991 -0.17700
H26 0.38568 -4.22657 -1.17951
H27 -1.36110 -3.37898 -2.73589
H28 -0.59910 -1.73922 -2.74104
H29 -3.39443 -1.43122 -2.91777
H30 -5.05207 -0.38213 -0.83270
H31 -3.65799 -0.91325 1.66387
H32 -1.30034 -2.20477 0.93441

As for the SMILES: C#CC[N@@+](F)(S)CCCCCCCCCCCCn1cccc1. For the gap between HOMO and LUMO, the calculation gives 6.529 eV. The multiplicity is 1. The charge is +1. The highest occupied orbital energy comes out at -10.4725 eV.



# 4
Density functional theory data (the ωB97M-V functional and the def2-TZVPD basis) for a molecular structure, C19H32N2O2PS2Sn.

Geometry (Å):
Sn1 0.89170 -0.17558 -0.45955
C1 0.79412 -4.33441 0.28108
C2 -0.42904 -3.52480 0.12875
C3 -0.99807 -2.85867 1.24844
C4 -0.42595 -3.06969 2.64993
C5 -2.11319 -2.01901 1.07362
C6 -2.79054 -1.39344 2.28754
C7 -2.57100 -1.72098 -0.20928
C8 -3.67687 -0.68203 -0.37438
C9 -2.06308 -2.42222 -1.33388
C10 -2.62726 -2.16267 -2.70688
C11 -1.04355 -3.44298 -1.13355
C12 -0.60718 -4.35769 -2.23444
H1 1.38703 -4.00101 1.16675
H2 1.42229 -4.20986 -0.61337
H3 0.56415 -5.43322 0.38362
H4 0.33320 -2.32983 2.89641
H5 0.03513 -4.03542 2.88901
H6 -1.29733 -2.99206 3.33710
H7 -3.31052 -2.15808 2.87130
H8 -3.57604 -0.65258 1.94037
H9 -2.06192 -0.84672 2.88090
H10 -3.48093 0.14108 0.32057
H11 -4.64216 -1.08935 -0.07064
H12 -3.73318 -0.29781 -1.38430
H13 -3.70588 -2.07517 -2.64695
H14 -2.33263 -3.01278 -3.33579
H15 -2.18497 -1.21027 -3.11550
H16 0.14110 -3.85615 -2.85572
H17 -1.41981 -4.67008 -2.89773
H18 -0.19512 -5.31603 -1.94499
C13 4.55838 2.10486 4.17151
C14 3.62146 2.87253 3.25816
O1 2.97676 1.75335 2.43879
P1 2.08710 2.10398 1.19810
S1 2.93725 1.37749 -0.47166
S2 0.16943 1.37902 1.43758
O2 2.12413 3.68644 1.13251
C15 1.26407 4.42269 0.19717
C16 2.05415 5.17199 -0.84439
H19 4.91362 2.76520 4.98780
H20 5.46748 1.88342 3.59647
H21 4.13737 1.15384 4.52029
H22 4.13676 3.52710 2.57359
H23 2.87812 3.34956 3.85432
H24 0.69004 5.08443 0.86427
H25 0.54513 3.65617 -0.20287
H26 2.75248 5.80525 -0.32859
H27 1.37114 5.76256 -1.44283
H28 2.59087 4.41387 -1.44417
N1 -1.37416 1.60103 -2.27197
C17 -1.50258 2.31301 -3.40113
C18 -0.26190 2.40527 -4.01954
C19 0.60441 1.70672 -3.19332
N2 -0.04081 1.20421 -2.11863
H29 -2.19758 1.26351 -1.67331
H30 -2.40814 2.81237 -3.70649
H31 -0.05937 3.09171 -4.88303
H32 1.68197 1.53791 -3.26711

For the gap between HOMO and LUMO (spin up / spin down), the calculation gives 9.203 / 5.222 eV. The multiplicity is 2. The expectation value of S² is 0.7686. For the energy relative to the best compared isomer or geometry (same formula, charge and spin), the calculation gives 0.0000 eV. The charge is +2. The highest occupied orbital energy (spin up / spin down) comes out at -14.7998 / -14.7659 eV.



# 5
Density functional theory data (the ωB97M-V functional and the def2-TZVPD basis) for a molecular structure, C19H32N2O3S.

Geometry (Å):
C1 2.00761 1.70977 3.51173
H1 2.40016 2.35269 4.22168
H2 1.25820 2.34862 2.81378
H3 1.52806 0.93132 3.87383
O1 3.11327 1.63542 2.64394
C2 2.73266 0.69160 1.64612
C3 2.74041 -0.75953 1.80786
C4 2.42719 -1.40936 0.41494
C5 2.00381 -0.75375 -0.68031
C6 1.88296 0.61414 -0.70348
C7 2.45477 1.19040 0.29715
C8 2.49331 2.84456 0.24249
H4 2.58514 3.37163 -0.65521
H5 3.01247 3.16590 0.99621
H6 1.37808 3.32818 0.43445
H7 1.62028 0.97527 -1.49498
S1 1.18526 -1.45435 -2.05681
O2 2.16209 -1.13581 -3.11779
O3 0.97312 -2.95547 -2.21842
N1 -0.11262 -0.75940 -2.33883
H8 -0.05137 -0.28503 -3.38544
C9 -1.29755 -1.43643 -1.90983
C10 -2.50517 -0.45756 -2.43066
H9 -3.45600 -1.01873 -2.05001
H10 -2.36151 -0.11081 -3.71475
C11 -2.53283 1.01267 -1.72350
N2 -1.89405 1.04377 -0.25341
H11 -0.78500 1.04908 -0.62071
C12 -1.87258 -0.40780 0.48615
C13 -1.45695 -1.57170 -0.45437
H12 -1.97524 -2.44855 -0.42519
H13 -0.31132 -1.72098 -0.24596
C14 -1.00505 -0.23779 1.56314
H14 -1.38380 0.71946 2.29055
H15 0.03492 0.07244 1.36372
H16 -0.95599 -1.27866 2.05148
C15 -3.26308 -0.49376 0.73637
H17 -3.38696 -1.60677 1.74603
H18 -3.68686 0.24669 1.29332
H19 -3.85272 -1.09388 0.08930
C16 -1.85280 1.98695 -2.38904
H20 -2.12175 1.99162 -3.27534
H21 -0.62174 1.72256 -2.55750
H22 -1.68982 3.07210 -1.81650
C17 -3.75689 1.58920 -1.49613
H23 -3.99993 2.55899 -0.96216
H24 -4.67098 0.93344 -0.90199
H25 -4.52148 1.85996 -2.40926
H26 -1.42549 -2.20474 -2.66553
C18 2.50403 -3.05951 0.62183
H27 1.96504 -3.41633 -0.39748
H28 1.86200 -3.31710 1.37086
H29 3.32351 -3.29004 0.45299
C19 3.15471 -1.42151 2.89211
H30 2.30898 -1.99477 3.35495
H31 3.60720 -0.89311 3.55239
H32 4.08825 -2.02523 2.58119

For the gap between HOMO and LUMO, the calculation gives 9.400 eV. The multiplicity is 1. For the energy relative to the best compared isomer or geometry (same formula, charge and spin), the calculation gives 19.2494 eV. The highest occupied orbital energy comes out at -9.0818 eV.



# 6
Density functional theory data (the ωB97M-V functional and the def2-TZVPD basis) for a molecular structure, C19H32N5SSm.

Geometry (Å):
Sm1 0.60000 0.22464 -0.10278
C1 3.43383 -2.39642 -1.31047
C2 2.71144 -1.84632 -0.12090
C3 1.51827 -2.43755 0.33505
C4 0.91332 -2.01702 1.52043
C5 1.47111 -0.97085 2.26400
C6 2.65165 -0.36823 1.82130
C7 3.25300 -0.79431 0.63630
H1 4.08962 -1.65544 -1.76758
H2 2.74743 -2.79686 -2.05506
H3 4.06984 -3.22146 -0.97479
H4 1.10765 -3.27998 -0.20960
H5 0.04756 -2.54956 1.89721
H6 1.04824 -0.69684 3.22292
H7 3.13575 0.38701 2.42969
H8 4.20093 -0.36341 0.33428
N1 -5.21153 1.17387 1.60028
C8 -4.39996 2.22622 0.82199
C9 -3.22618 2.78590 1.66566
C10 -1.79105 2.55129 1.16230
N2 -1.09546 1.31167 1.66148
C11 -1.74822 2.60909 -0.35335
C12 -2.60918 1.54620 -1.01282
N3 -2.03848 0.17069 -0.77103
C13 -4.08145 1.75633 -0.61981
H9 -5.53007 1.55572 2.49716
H10 -4.71711 0.30580 1.80584
H11 -6.05854 0.91635 1.08242
H12 -5.14338 3.01638 0.74839
H13 -3.31939 2.50768 2.71975
H14 -3.35964 3.86925 1.67010
H15 -1.19599 3.37291 1.55848
H16 -1.75766 0.56080 1.83234
H17 -0.71361 1.51394 2.58351
H18 -0.71132 2.54465 -0.70998
H19 -2.06922 3.60104 -0.68106
H20 -2.56626 1.68677 -2.09110
H21 -2.04784 -0.32456 -1.65863
H22 -2.65626 -0.38496 -0.18550
H23 -4.69007 0.89267 -0.90470
H24 -4.44148 2.55649 -1.26891
C14 3.96581 1.42684 -5.73723
C15 3.38951 1.36211 -4.36588
C16 3.82370 2.11444 -3.29395
C17 3.20688 1.96838 -2.06227
N4 2.18373 1.09140 -1.90195
C18 1.76095 0.35661 -2.93291
S1 0.46996 -0.76206 -2.70398
N5 2.36232 0.50041 -4.13469
C19 3.65293 2.78089 -0.89245
H25 3.86657 2.44605 -6.11819
H26 3.48744 0.73771 -6.43059
H27 5.03244 1.19706 -5.68266
H28 4.63895 2.81393 -3.42502
H29 2.02759 -0.07390 -4.90419
H30 4.72912 2.67249 -0.74476
H31 3.14861 2.49805 0.03110
H32 3.46788 3.84002 -1.08680

For the gap between HOMO and LUMO (spin up / spin down), the calculation gives 7.031 / 8.383 eV. The multiplicity is 6. The expectation value of S² is 8.7624. For the energy relative to the best compared isomer or geometry (same formula, charge and spin), the calculation gives 0.2622 eV. The charge is +4. The highest occupied orbital energy (spin up / spin down) comes out at -20.3745 / -20.3981 eV.



| no. | calculated total energy (a.u.) | molar mass (g mol⁻¹) |
| --- | --- | --- |
| 1 | -3148.132713 | 504.33 |
| 2 | -2528.772771 | 419.44 |
| 3 | -1350.149249 | 339.54 |
| 4 | -2354.724543 | 534.30 |
| 5 | -1475.909898 | 368.54 |
| 6 | -2071.817295 | 512.93 |